[1]
The following is a quantum chemistry calculation of a 7-piece molecular cluster, C44H97F6N8O2P2 overall, from the OMol25 dataset.

Charge: +5
LUMO energy in eV: -9.49
Energy relative to the best compared isomer or geometry (same formula, charge and spin) in kJ/mol: 0.0
Spin multiplicity: 1
HOMO-LUMO gap in eV: 9.265

Structure (XYZ):
```
159
C44H97F6N8O2P2 wB97M-V/def2-TZVPD
C 6.03776 12.45758 -9.29881
N 6.23607 10.98045 -9.11132
C 7.28363 10.35330 -9.95258
C 6.59575 10.81146 -7.63924
C 4.97714 10.13186 -9.30639
C 4.56893 9.80720 -10.72615
O 4.72789 10.92764 -11.57373
H 6.96034 12.98692 -9.04812
H 5.15750 12.77646 -8.75670
H 6.02905 12.62338 -10.37632
H 6.99452 10.52559 -10.98590
H 7.42934 9.29273 -9.75279
H 8.25744 10.79702 -9.75750
H 6.89030 9.78153 -7.44912
H 5.78583 11.16998 -7.01621
H 7.52155 11.38478 -7.57773
H 4.11651 10.56252 -8.78601
H 5.18007 9.25937 -8.68695
H 3.51467 9.52451 -10.75555
H 5.12176 8.90901 -11.02299
H 4.79915 10.66490 -12.49613
C 14.74652 17.94548 -11.77528
N 13.61565 16.93797 -11.80369
C 12.80628 17.24552 -13.01991
C 14.22940 15.58569 -11.94064
C 12.68052 16.96788 -10.62263
C 13.25720 16.62066 -9.26521
O 14.13091 17.67246 -8.83074
H 15.40228 17.66104 -10.95854
H 14.41786 18.96763 -11.61448
H 15.27632 17.82531 -12.71660
H 12.39914 18.25613 -12.95959
H 11.98701 16.54033 -13.13180
H 13.43558 17.31659 -13.90661
H 14.70383 15.48718 -12.91300
H 13.39618 14.87521 -11.97726
H 14.81231 15.26626 -11.08571
H 11.92712 16.20959 -10.85836
H 12.08192 17.87596 -10.68438
H 13.74709 15.65114 -9.29258
H 12.39439 16.67582 -8.60355
H 14.98082 17.28594 -8.59303
C 11.54985 11.99407 -12.63007
C 10.49745 10.92180 -12.35733
N 10.98671 9.96902 -11.35442
C 11.35864 10.28580 -10.06534
C 11.80710 9.16274 -9.46872
N 11.65096 8.12900 -10.38431
C 11.13568 8.63860 -11.49940
C 12.07849 6.74626 -10.18183
H 12.56474 11.59827 -12.57237
H 11.46736 12.82827 -11.93152
H 11.48169 12.45807 -13.61443
H 10.13335 10.45317 -13.26736
H 9.63885 11.39924 -11.88506
H 11.43322 11.33324 -9.81570
H 12.39954 8.98003 -8.58927
H 10.89986 8.08761 -12.39618
H 12.79059 6.47222 -10.95968
H 11.26184 6.03443 -10.30319
H 12.51030 6.60802 -9.19664
C 6.19599 15.45023 -12.96671
C 7.44918 14.68349 -13.40404
N 7.65808 14.93133 -14.83934
C 7.24806 14.16548 -15.91415
C 7.70289 14.75490 -17.04846
N 8.20598 15.97933 -16.68360
C 8.23095 16.03873 -15.36056
C 8.68591 16.98618 -17.60050
H 6.17274 15.32212 -11.87799
H 5.28387 14.99022 -13.34113
H 6.22850 16.52216 -13.14562
H 7.26855 13.63839 -13.16337
H 8.31488 15.03125 -12.84660
H 6.58204 13.32789 -15.79319
H 7.55219 14.47566 -18.07826
H 8.66080 16.84123 -14.78424
H 9.23090 16.46646 -18.38874
H 9.35180 17.69136 -17.11290
H 7.83672 17.49137 -18.06013
C 11.40594 11.35449 -6.17403
C 12.63569 12.06425 -6.70708
N 13.73125 12.05690 -5.70167
C 13.64364 12.38488 -4.37684
C 14.88748 12.33433 -3.83390
N 15.72799 11.95406 -4.87461
C 15.02515 11.82225 -5.99451
C 17.17047 11.74148 -4.75963
H 10.49983 11.68366 -6.68451
H 11.22356 11.57904 -5.12442
H 11.49958 10.27539 -6.28682
H 12.47646 13.10455 -6.98413
H 12.99218 11.47143 -7.54904
H 12.70171 12.66416 -3.93933
H 15.35968 12.35258 -2.86620
H 15.42777 11.44192 -6.91752
H 17.36076 10.67273 -4.84798
H 17.47934 12.07896 -3.77491
H 17.67878 12.29711 -5.54247
C 10.66075 22.26017 -6.01501
C 10.09280 20.85577 -6.05484
C 8.81749 20.66577 -6.87462
C 8.18352 19.28277 -6.69477
P 6.49731 19.20897 -7.45484
C 6.60086 19.73264 -9.22110
C 6.99444 18.68866 -10.27147
C 8.50779 18.60904 -10.44495
C 9.01699 18.10412 -11.77961
C 5.90502 17.48532 -7.26970
C 6.80697 16.57453 -6.41670
C 6.19500 15.17521 -6.30580
C 7.22132 14.20308 -5.72070
C 5.39195 20.35126 -6.54263
C 3.91082 20.31701 -6.93215
C 3.00934 21.07424 -5.94272
C 2.81903 20.41962 -4.58135
H 11.03233 22.54527 -7.00646
H 11.54466 22.28024 -5.38085
H 9.95088 23.04789 -5.76865
H 9.83642 20.56924 -5.02688
H 10.85293 20.11382 -6.32062
H 8.95305 20.83671 -7.94552
H 8.13986 21.44632 -6.51434
H 8.14342 18.98239 -5.64745
H 8.76157 18.51180 -7.21178
H 7.17475 20.65316 -9.34337
H 5.59675 20.13770 -9.40164
H 6.58229 19.07736 -11.20876
H 6.55495 17.70022 -10.12822
H 8.94441 18.03776 -9.62014
H 8.91561 19.62360 -10.37525
H 8.95673 17.01072 -11.77642
H 10.07917 18.33446 -11.86867
H 8.42326 18.55252 -12.57710
H 5.64132 17.16108 -8.27546
H 4.98272 17.57457 -6.68763
H 7.05304 16.99219 -5.44266
H 7.78025 16.44275 -6.90405
H 5.80068 14.80462 -7.25314
H 5.33537 15.24051 -5.63125
H 7.87548 13.89885 -6.53976
H 6.80616 13.25934 -5.36076
H 7.81449 14.64974 -4.92483
H 5.93958 21.27906 -6.72551
H 5.49225 20.00591 -5.50902
H 3.62004 19.28463 -7.13186
H 3.74159 20.86559 -7.86306
H 2.00206 20.99757 -6.36364
H 3.24288 22.13227 -5.84554
H 2.33452 19.44447 -4.63895
H 2.20305 21.01308 -3.90450
H 3.76461 20.33463 -4.03224
P 9.71422 14.30859 -9.56172
F 9.54390 13.87473 -8.00845
F 11.24058 13.82726 -9.55737
F 9.19394 12.87459 -10.09558
F 9.87023 14.86680 -11.08896
F 8.17830 14.86873 -9.60630
F 10.16222 15.80743 -9.09281
```



[2]
The following is a quantum chemistry calculation of C27H46ClO12P as an isolated structure, from the OMol25 dataset.

Charge: 0
LUMO energy in eV: 0.33
Spin multiplicity: 1
HOMO-LUMO gap in eV: 7.481

Structure (XYZ):
```
87
C27H46ClO12P wB97M-V/def2-TZVPD
C 4.00962 -2.03014 -2.40415
C 2.97484 -1.24552 -1.55690
C 1.72626 -0.77886 -2.33821
P 0.32803 -2.17395 -2.41167
Cl 2.14193 -0.34437 -4.06502
H 3.54947 -2.50008 -3.28385
H 4.42492 -2.86586 -1.81425
H 4.86377 -1.40450 -2.69811
H 2.69276 -1.89367 -0.70806
H 3.45051 -0.36392 -1.09298
H 1.30430 0.14259 -1.90286
H 0.65783 -2.40640 -3.78118
H 0.94464 -2.86383 -1.34109
H -0.67950 -1.20207 -2.14605
H -0.66366 -3.22159 -2.50755
O -0.54496 -2.14181 -0.33577
C -0.50323 -1.73947 0.80045
O 0.62828 -1.30605 1.38215
C 0.38057 -0.99502 2.77158
C -1.11392 -0.74625 2.85659
C -1.65492 -1.68274 1.78010
H 0.69848 -1.84511 3.37833
H 0.96082 -0.12327 3.05904
H -1.52398 -0.92723 3.84819
H -1.33346 0.28857 2.58689
H -1.84007 -2.68746 2.16585
H -2.54974 -1.28670 1.30576
O 2.56984 0.90466 5.06659
C 2.37032 1.82812 4.33108
O 1.14612 2.13062 3.83487
C 1.25187 3.22207 2.89652
C 2.54222 3.93254 3.26328
C 3.40682 2.78795 3.78078
H 1.27578 2.80983 1.88567
H 0.38338 3.86893 2.98876
H 2.98539 4.47658 2.42988
H 2.35736 4.64497 4.07007
H 3.95490 2.29404 2.97667
H 4.08934 3.11155 4.56236
O 0.77338 7.33075 2.27282
C 1.93324 7.59491 2.16862
O 2.58455 7.69408 0.98076
C 3.98543 7.91420 1.21142
C 4.07438 8.49403 2.61442
C 2.89796 7.82161 3.31265
H 4.50606 6.95718 1.12345
H 4.37357 8.59554 0.45707
H 5.03556 8.31519 3.09418
H 3.91238 9.57297 2.58091
H 3.17511 6.85592 3.73752
H 2.45940 8.46196 4.07311
O -1.80752 -3.31864 -4.86814
C -2.08852 -4.45892 -4.64042
O -1.41599 -5.23426 -3.75220
C -1.92674 -6.57561 -3.78775
C -3.32662 -6.45416 -4.35988
C -3.18736 -5.26709 -5.30489
H -1.27019 -7.18131 -4.41797
H -1.92713 -6.98965 -2.78104
H -3.67369 -7.36606 -4.84385
H -4.03055 -6.20749 -3.56315
H -2.85299 -5.57040 -6.29849
H -4.10583 -4.69031 -5.37310
O -0.96049 4.32690 0.56912
C -0.64220 4.12534 -0.56666
O 0.51295 4.58075 -1.11195
C 0.55021 4.25928 -2.51568
C -0.40846 3.09371 -2.67758
C -1.45066 3.37968 -1.60553
H 0.23804 5.13864 -3.08374
H 1.56757 4.00028 -2.80143
H -0.82165 3.01034 -3.68110
H 0.10657 2.15885 -2.44807
H -2.24799 4.02950 -1.96977
H -1.86625 2.46558 -1.18915
O -5.06012 -6.35030 -1.11509
C -4.92790 -5.99599 0.01930
O -5.89723 -6.12402 0.95903
C -5.47343 -5.50734 2.18559
C -3.95566 -5.47060 2.11059
C -3.71298 -5.31137 0.61399
H -5.91144 -4.50795 2.24090
H -5.83171 -6.09486 3.02832
H -3.51413 -4.68111 2.71755
H -3.54471 -6.42347 2.44934
H -3.71311 -4.26379 0.30748
H -2.79601 -5.79961 0.29469
```



[3]
The following is a quantum chemistry calculation of a 2-piece molecular cluster, C16H17N overall, from the OMol25 dataset.

Structure (SMILES): Cc1c[nH]c2ccccc12.Cc1ccccc1
Charge: 0
LUMO energy in eV: 0.92
Energy relative to the best compared isomer or geometry (same formula, charge and spin) in kJ/mol: 67.0
Spin multiplicity: 1
HOMO-LUMO gap in eV: 8.896

Structure (XYZ):
```
34
C16H17N wB97M-V/def2-TZVPD
C 2.92974 0.57129 1.42320
C 1.92919 0.89206 2.49185
C 2.15771 1.47289 3.69078
N 0.97196 1.87047 4.28806
C -0.05401 1.37339 3.48956
C -1.42802 1.38831 3.76479
C -2.24670 0.93128 2.75986
C -1.72061 0.48632 1.52756
C -0.36186 0.33338 1.34504
C 0.49281 0.80717 2.34627
H 2.40276 0.55951 0.45688
H 3.48382 -0.35666 1.51667
H 3.53924 1.44123 1.23230
H 3.08019 1.72759 4.11174
H 0.83623 1.80318 5.28421
H -1.70791 1.62230 4.78336
H -3.32384 0.94159 2.77462
H -2.38740 0.22808 0.71593
H 0.08204 -0.13292 0.47328
C 1.08432 -2.39608 -4.07515
C -0.05348 -1.61040 -3.48064
C 0.19727 -0.46678 -2.72854
C -0.84580 0.26956 -2.17319
C -2.15572 0.00034 -2.56420
C -2.40600 -1.13351 -3.30925
C -1.37590 -2.00413 -3.65126
H 0.85361 -2.80626 -5.05741
H 1.32631 -3.26022 -3.45367
H 1.96072 -1.75885 -4.18049
H 1.19399 -0.14423 -2.44290
H -0.56473 1.03946 -1.47062
H -2.89528 0.71251 -2.24696
H -3.40992 -1.40351 -3.61669
H -1.58473 -2.99838 -4.02499
```